Density functional theory data (the ωB97M-V functional and the def2-TZVPD basis) for 7 unconnected molecules or ions with the total composition C31H47N3O4 at a distorted geometry.

XYZ file:
```
85
Properties=species:S:1:pos:R:3:forces:R:3
C 13.07214 -12.20641 -30.78560 0.405 0.357 1.291
C 13.55937 -11.45811 -32.04942 -0.592 -1.140 0.439
C 15.05254 -11.81252 -32.11310 -1.426 -0.160 0.313
O 15.21693 -12.99620 -31.34628 1.119 -0.290 0.268
C 14.19226 -13.23391 -30.39216 -1.718 0.528 -2.242
H 12.14293 -12.75942 -30.92294 -0.059 0.310 -0.117
H 12.95003 -11.53341 -29.93693 -0.254 0.214 -0.073
H 13.31293 -10.39843 -32.11620 0.190 -0.012 0.385
H 13.03741 -11.93190 -32.88079 0.160 0.065 -0.258
H 15.65727 -11.01875 -31.67456 0.326 0.083 -0.526
H 15.18684 -12.07027 -33.16365 1.142 0.273 0.155
H 14.46979 -13.22554 -29.33811 0.397 0.202 -0.199
H 13.76178 -14.19277 -30.68087 0.350 -0.435 0.589
C 17.96189 -11.45601 -27.46652 -0.478 -1.672 0.458
C 16.86384 -11.27330 -28.51378 0.530 0.067 -0.217
C 17.47448 -10.25998 -29.43950 0.632 0.372 1.402
O 18.10052 -9.36050 -28.44463 0.693 -0.097 -0.690
C 18.51578 -10.10348 -27.25293 -0.580 1.262 -0.863
H 18.79426 -12.10560 -27.73722 -0.238 -0.252 -0.677
H 17.53143 -11.95836 -26.60024 0.070 0.324 0.295
H 16.06360 -10.69902 -28.04695 -0.647 -0.852 0.157
H 16.64623 -12.21691 -29.01410 -0.641 0.149 0.151
H 16.76416 -9.63864 -29.98493 0.114 -0.109 -0.059
H 18.17085 -10.76414 -30.10957 0.382 0.495 -0.152
H 18.07471 -9.55914 -26.41791 0.121 -0.016 0.199
H 19.60011 -10.16277 -27.15918 0.095 0.446 -0.045
C 19.45092 -6.95111 -23.90820 -0.056 -1.835 1.198
C 19.22936 -6.19895 -25.12769 1.135 1.605 -2.405
C 18.27669 -5.02530 -24.82127 0.232 -2.277 0.399
O 17.71666 -5.40387 -23.54727 -0.416 -0.612 0.305
C 18.16105 -6.73621 -23.13540 1.746 1.456 0.500
H 20.33177 -6.66797 -23.33198 -0.146 0.508 0.013
H 19.62467 -8.00779 -24.11148 -0.134 -0.159 -0.077
H 18.89004 -6.83979 -25.94151 -0.189 0.132 -0.052
H 20.18746 -5.76424 -25.41262 0.040 -0.093 -0.620
H 17.48475 -5.03121 -25.57021 -0.013 0.627 -0.004
H 18.86883 -4.11110 -24.77991 -0.584 0.245 0.275
H 17.47518 -7.57687 -23.24002 -0.360 0.549 -0.128
H 18.56538 -6.62197 -22.12963 -1.138 -0.168 0.524
C 20.52427 -8.61434 -33.91990 -1.888 1.257 -1.911
C 21.52508 -9.06872 -32.95895 2.601 0.777 -0.378
C 20.76172 -9.65023 -31.82988 -0.695 -1.061 0.208
O 19.43286 -9.76339 -32.36923 -1.095 -0.508 3.466
C 19.35806 -9.56492 -33.72858 1.090 -0.348 -0.142
H 20.85973 -8.58627 -34.95662 0.166 0.199 0.050
H 20.13564 -7.63643 -33.63573 0.047 0.247 -0.196
H 22.17998 -8.25371 -32.65081 0.006 0.092 0.099
H 22.16431 -9.71085 -33.56488 0.203 -0.794 0.778
H 20.73492 -9.12927 -30.87282 -0.230 0.839 -0.373
H 21.17868 -10.59926 -31.49287 -0.241 -0.648 -0.484
H 18.38725 -9.14964 -33.99910 0.031 -0.101 0.006
H 19.50574 -10.56614 -34.13336 -0.034 0.064 -1.061
N 14.55540 -15.03851 -26.50788 -1.403 0.621 -0.518
C 14.69717 -13.71459 -26.36916 0.591 -0.484 0.024
C 15.48626 -13.13273 -25.37512 -1.473 0.340 -0.515
C 16.09492 -13.94133 -24.46709 0.960 -1.503 -0.407
C 15.93119 -15.34143 -24.60976 -0.274 1.348 0.763
C 15.05147 -15.81938 -25.57987 1.924 0.147 1.316
H 14.19955 -13.10133 -27.10584 -0.035 0.100 -0.119
H 15.49722 -12.06162 -25.23730 0.246 0.009 -0.313
H 16.79438 -13.44618 -23.80983 -0.019 -0.464 0.586
H 16.39540 -16.02538 -23.91470 0.039 -0.051 0.029
H 14.90073 -16.88693 -25.51632 -0.468 -0.183 -0.831
N 14.08289 -9.53069 -26.36143 1.219 0.814 1.813
C 14.78890 -8.36162 -26.23098 -0.680 -0.915 0.214
C 15.30063 -7.82970 -25.04011 -0.722 -0.682 -0.124
C 15.11757 -8.55332 -23.86541 -0.675 -1.420 -1.092
C 14.40756 -9.79616 -23.94280 1.124 1.664 -0.731
C 13.93312 -10.24640 -25.20445 -0.433 2.125 0.373
H 14.89227 -7.75206 -27.11651 -0.020 -0.197 -0.323
H 15.71287 -6.83164 -25.05791 0.286 -0.022 0.105
H 15.50679 -8.20553 -22.91992 -0.183 0.048 0.088
H 14.31299 -10.25989 -22.97201 -0.503 -0.720 -0.324
H 13.17807 -11.01640 -25.26282 0.394 -0.583 -0.014
N 21.34766 -4.73504 -31.09376 0.202 -1.944 1.903
C 20.31299 -5.59415 -31.28675 -0.304 1.714 0.210
C 19.77666 -6.42458 -30.31011 0.997 -0.501 -1.238
C 20.54789 -6.63272 -29.20871 -0.049 -0.639 2.056
C 21.62074 -5.82613 -28.86870 0.220 1.452 -2.136
C 21.97547 -4.88852 -29.87098 -1.107 0.096 -0.693
H 19.78927 -5.47458 -32.22367 0.037 -0.012 -0.267
H 18.94141 -7.09442 -30.45182 -0.160 0.174 -0.375
H 20.24034 -7.46330 -28.59067 -0.051 0.057 0.519
H 22.15573 -5.78378 -27.93148 -0.018 -0.527 0.005
H 22.76836 -4.17630 -29.69642 0.160 0.035 0.039
```
Positions in Å, forces in eV/Å.

Computed properties:
- SMILES: c1ccncc1.c1ccncc1.c1ccncc1.C1CCOC1.C1CCOC1.C1CCOC1.C1CCOC1
- Relative energy (zero: lowest compared OMol25 entry of this formula, charge and spin): 271.82 kJ/mol
- LUMO level: 0.50 eV
- HOMO-LUMO gap: 9.894 eV
- HOMO energy: -0.3451 Eh

Atom charges from the Mulliken analysis, given in e for atoms 1 to 4:
1. C -0.6028
2. C -0.6190
3. C -0.0041
4. O -0.4855